1.
84
Properties=species:S:1:pos:R:3:forces:R:3:mulliken_charge:R:1 method="wB97M-V/def2-TZVPD" lumo_energy_ev=0.3094 e_above_lowest_kj_mol=405.8 smiles=CCO.CCO.CCO.CCO.CCO.CCO.CCO.CCO.CO.CO total_energy_ev=-40045.8134 largest_force_ha_per_bohr=0.0553 orbital_gap_ev=9.461 homo_ev=-9.151
C -0.656362 -0.274295 -0.121511 0.2864 1.1623 0.2337 -0.04
O 0.407438 0.673775 0.159689 -0.5254 -1.1530 -1.0927 -0.01
H -0.829492 -0.234285 -1.196931 0.0672 -0.1621 0.0540 0.01
H -0.450202 -1.294025 0.203689 0.3878 -0.0021 -0.0872 0.03
H -1.575102 0.035865 0.376299 -0.0859 0.0552 -0.0114 -0.08
H 0.359108 0.971395 1.071109 -0.3032 -0.0490 0.8344 -0.08
C 3.799458 0.009885 1.838769 -0.0776 0.4474 -0.0965 -0.23
O 4.760498 -0.846755 2.407699 0.0068 0.3374 0.1338 -0.61
H 2.769248 -0.277375 2.049129 -0.1512 -0.2808 0.1009 -0.15
H 3.912098 1.007685 2.262799 0.1778 0.0614 -0.0264 0.33
H 3.906618 0.083575 0.756559 0.0165 0.0574 -0.1665 0.27
H 4.400488 -1.734665 2.347569 0.0887 -0.4141 0.0470 0.42
C -0.898922 3.639295 1.704599 0.9097 0.0896 -0.2810 -0.82
C 0.295728 3.048745 2.447679 -0.4913 0.0836 -0.0425 -0.28
O 0.032058 1.662775 2.624669 1.2350 0.1180 -0.2944 -0.61
H -1.809102 3.536785 2.295509 0.1146 0.3988 0.0403 0.25
H -1.048102 3.078545 0.781879 0.0146 -0.0774 -0.0486 0.06
H -0.657812 4.662095 1.415059 -0.4540 0.2191 0.1642 0.41
H 0.524438 3.587205 3.367379 -0.5359 -0.2099 0.5343 0.44
H 1.252588 3.175045 1.941139 -0.1698 -0.3636 -0.6769 0.19
H -0.566232 1.489105 3.355079 -0.2875 -0.0643 0.4586 0.26
C 1.700988 -0.984365 -3.079521 0.7214 0.1577 -1.3204 -0.24
C 2.448208 -0.059625 -4.085201 -1.6723 -0.2598 -0.2602 -0.38
O 3.396158 0.671095 -3.461651 2.6112 0.6891 0.8883 -0.58
H 1.278568 -0.424605 -2.245051 0.0828 0.0120 -0.0912 -0.35
H 2.473958 -1.669125 -2.730661 -0.2149 -0.1384 0.3382 0.20
H 0.928058 -1.551795 -3.597891 -0.1436 -0.0796 0.1187 0.39
H 1.812368 0.689515 -4.557011 -1.0273 -0.3327 -0.3801 0.18
H 2.941628 -0.582935 -4.904221 -0.1715 -0.4804 0.0939 0.34
H 3.003628 1.138195 -2.720481 -0.0993 0.2002 0.5855 0.41
C -1.924022 2.240585 -4.167401 0.7060 0.3893 -0.0037 -1.01
C -2.238812 0.805135 -4.561081 0.5234 1.0534 0.0581 0.09
O -3.623052 0.624155 -4.682171 -0.2632 -0.5284 0.1334 -0.56
H -2.153042 2.605985 -3.166341 -0.1230 -0.8421 0.3901 0.25
H -2.363552 3.041495 -4.761901 -0.1036 -0.4846 -0.6895 0.38
H -0.841862 2.302675 -4.282181 0.1600 0.3727 0.0876 0.18
H -1.750922 0.114455 -3.873301 -0.2811 -0.0990 0.5818 -0.05
H -1.727982 0.576295 -5.496381 -0.0751 0.2427 -0.4368 0.43
H -3.718522 -0.304205 -4.907181 -0.4900 -0.0860 -0.0810 0.31
C 2.666448 3.671665 -2.618021 1.4962 1.0740 -1.2781 -1.62
C 2.092328 3.258215 -1.325401 -0.2052 0.8520 -0.1319 0.33
O 2.343378 1.906185 -1.210891 0.2119 -0.9615 0.2916 -0.42
H 2.224098 3.139975 -3.460481 -0.4498 0.4145 -0.0324 0.24
H 3.724548 3.442635 -2.744761 0.2071 -0.5532 0.5803 0.37
H 2.735088 4.752715 -2.739351 -0.8332 0.1634 -0.2587 0.42
H 1.021068 3.458175 -1.348571 -0.2918 0.0074 0.1574 0.21
H 2.505958 3.820155 -0.488011 0.1919 0.1151 0.1645 0.22
H 1.569248 1.526955 -0.788391 -0.2818 -0.8923 0.4886 0.44
C -3.560932 -1.655245 -2.102421 0.5931 0.3445 0.0761 -0.76
C -4.222512 -0.550595 -1.286581 -0.0910 -0.5448 -1.5437 -0.31
O -4.074362 -0.842215 0.079439 -0.6535 0.3092 0.4486 -0.49
H -3.625922 -2.623545 -1.606151 -0.1546 0.1302 0.2345 0.40
H -2.505002 -1.394025 -2.172281 0.1176 -0.3343 -0.2621 -0.11
H -3.970502 -1.804095 -3.101511 -0.0258 0.3394 0.0270 0.24
H -5.274482 -0.486795 -1.564791 -0.2984 -0.1459 0.1148 0.55
H -3.832452 0.448495 -1.480921 0.4080 -0.0210 -0.3699 0.27
H -4.811152 -0.303685 0.377279 0.1269 -0.1487 1.2795 0.28
C -3.326862 0.995345 3.044169 0.2906 -0.6387 0.0497 -0.31
C -2.889642 0.447265 4.395219 -1.5233 1.0045 0.6749 -0.35
O -1.576132 0.861285 4.588439 1.5395 -0.2087 0.2180 -0.54
H -3.174282 2.073105 2.987149 -0.2638 -0.0196 0.3240 0.12
H -4.360972 0.738815 2.814119 0.0606 0.0541 0.0148 0.37
H -2.667122 0.587955 2.278099 -0.1718 -0.2170 -0.1450 -0.20
H -3.052772 -0.607905 4.614559 0.2699 -0.3657 -0.8123 0.33
H -3.431062 0.927845 5.210079 -0.7371 0.2090 -0.1054 0.38
H -1.283642 0.559875 5.451689 0.2549 0.0602 0.0159 0.25
C 2.761178 -3.272285 0.161129 0.6866 -0.0609 0.3993 -0.78
C 3.283808 -4.193325 1.258029 0.1712 0.1639 0.1787 -0.33
O 3.699218 -3.377495 2.373249 -0.2394 -0.1525 -0.2238 -0.55
H 3.596068 -2.680815 -0.214671 0.0852 0.0819 0.0142 0.43
H 2.061628 -2.556515 0.592869 -0.3438 -0.1790 -0.2568 -0.14
H 2.385638 -3.830855 -0.696231 -0.3426 0.0364 0.1822 0.43
H 4.148888 -4.754525 0.904789 0.0734 -0.0524 -0.0945 0.32
H 2.560128 -4.924545 1.618169 -0.2802 0.0748 -0.1806 0.34
H 3.534558 -3.831885 3.202709 0.0570 -0.0563 -0.0455 0.27
C -0.371862 -2.293635 2.940689 0.3693 0.1049 0.3391 -0.43
C -0.228762 -3.756445 2.525569 0.0896 1.2271 0.3129 -0.13
O -1.452082 -4.391885 2.738979 -0.5967 -0.8508 -0.1005 -0.57
H -0.584962 -2.182675 4.003879 0.2383 -0.2346 0.1624 0.43
H -1.232222 -1.819395 2.468479 0.0266 -0.0577 -0.4504 0.01
H 0.526018 -1.723015 2.703409 0.0088 0.1489 -0.0083 -0.04
H 0.511718 -4.285185 3.125759 0.0409 0.0745 0.0026 0.23
H 0.086988 -3.778125 1.482529 0.0404 -0.2767 -0.2271 0.16
H -2.098512 -3.929225 2.200769 -0.2353 -0.0578 -0.0146 0.33

=====

2.
86
Properties=species:S:1:pos:R:3:forces:R:3:mulliken_charge:R:1 method="wB97M-V/def2-TZVPD" lumo_energy_ev=-6.8298 e_above_lowest_kj_mol=2155.6 total_charge=+2 total_energy_ev=-49200.8585 largest_force_ha_per_bohr=0.3294 orbital_gap_ev=5.724 homo_ev=-12.553
N 25.389925 14.890194 3.907992 7.9225 11.4501 -9.6499 0.21
H 24.577279 15.384463 3.568269 2.1211 -1.5937 -0.4924 -1.20
H 25.930801 15.534848 4.466544 0.2188 -0.2783 0.7775 0.68
H 26.069746 14.623137 3.210419 -0.1329 0.0336 -1.0177 0.51
H 25.096150 14.137876 4.514480 0.4788 -0.5439 -0.1254 0.24
N 25.774414 18.138566 3.351823 6.5514 2.9059 4.0937 -0.24
H 26.434796 18.700539 2.833959 0.2951 0.3249 -0.2731 0.43
H 24.904347 17.877895 2.910074 -0.1275 1.3112 -0.6131 0.50
H 25.591972 18.578266 4.242594 0.4131 0.5960 -0.2775 -0.01
H 26.225153 17.281322 3.638258 0.4926 -0.4261 -0.4489 0.21
N 23.751988 18.772028 5.616473 0.2687 6.9831 4.5083 -0.27
H 24.732353 19.013236 5.588104 -0.2963 0.9404 0.4475 0.28
H 23.469378 18.668963 6.580633 0.2104 0.1123 0.8362 0.36
H 23.583315 17.867732 5.199451 -0.4694 2.1807 0.4833 0.46
H 23.081476 19.440327 5.264484 0.2888 0.8994 -0.4806 0.35
Cl 23.204533 16.635255 3.404264 -5.8639 1.1739 -4.4906 1.03
O 24.136637 17.236279 2.470423 -5.5729 -3.4934 -2.9034 -0.59
O 23.556394 16.939305 4.767363 2.0158 -6.8534 -6.2465 -0.15
O 21.860684 17.148876 3.270117 3.5097 2.5392 -4.1532 -0.64
O 23.249666 15.224758 3.196354 -1.0549 1.9688 0.6716 0.20
C 20.906781 13.084330 7.362260 -0.9072 1.0388 0.3415 -0.79
C 19.694049 13.621219 6.588359 0.2764 -0.8333 -0.5530 -0.56
N 19.893147 13.556625 5.104575 -0.9703 -0.3418 0.2144 0.20
C 18.640798 13.911772 4.402765 -0.7117 -0.3264 0.5327 0.10
C 17.365228 13.091979 4.800711 1.1937 0.7744 -0.1484 -1.56
C 21.028554 14.316583 4.564696 -1.5018 0.3846 1.9675 0.19
C 21.081585 15.816723 5.017965 -0.1629 -1.2370 1.5895 -0.70
H 20.791037 13.159005 8.443522 -0.3006 0.0875 -0.0079 0.53
H 21.707771 13.764105 7.071740 -0.3198 -0.2117 0.7925 -0.06
H 21.219819 12.071263 7.109647 -1.0234 0.2187 0.4003 0.36
H 18.820645 13.028984 6.861329 0.1333 -0.0739 -0.3179 0.51
H 19.449562 14.630659 6.919055 0.1336 0.3953 0.0801 0.31
H 18.424713 14.966034 4.575812 -0.2271 0.4107 0.1440 0.25
H 18.769162 13.834476 3.323121 0.1478 -0.3101 0.2921 -0.13
H 16.524970 13.545643 4.275112 -0.0211 -0.3107 -0.1595 0.45
H 17.511430 12.044988 4.535107 -0.2486 0.0333 0.0253 0.33
H 17.140933 13.187145 5.863124 -0.0023 -0.1178 -0.0998 0.45
H 21.001616 14.237146 3.477932 0.2220 -0.1632 1.1169 1.48
H 21.930695 13.767514 4.834454 -3.2355 1.1852 0.9654 -1.51
H 21.820852 16.400098 4.469101 -3.8796 -2.5213 3.9023 -0.44
H 21.371629 15.920638 6.063523 -0.6289 -0.2712 0.1664 0.22
H 20.114037 16.315893 4.965365 -0.0233 0.0047 -0.5274 0.69
C 27.123530 12.951282 5.464637 2.0015 1.3000 1.4012 -1.22
C 25.731382 12.501946 5.276101 0.5686 -1.6504 0.0235 -0.42
N 24.799457 13.603739 5.242215 -6.6386 -10.3203 10.6311 0.59
C 24.672447 14.293985 6.551777 0.8087 -0.3152 0.5012 -1.03
C 23.597211 15.365220 6.672396 0.9786 -0.9434 -0.2621 0.18
C 23.517497 13.124969 4.637206 0.8171 -1.8885 0.5783 -0.14
C 22.779315 12.173601 5.598743 1.1150 -0.3698 -0.4471 -1.75
H 27.339450 13.905914 4.984879 0.0200 -0.0210 -0.4223 0.25
H 27.927925 12.285333 5.152307 -0.4604 -0.3186 -0.1479 0.43
H 27.351223 13.188074 6.503956 -0.0089 -0.2010 0.2300 0.35
H 25.767097 11.981961 4.318794 -0.8470 0.0020 -0.1442 0.34
H 25.425677 11.786826 6.039805 0.1393 -0.1182 -0.0931 0.28
H 25.678023 14.676196 6.727394 0.0922 0.6044 -0.0321 0.65
H 24.611201 13.587378 7.379454 -0.4149 -0.4735 -0.2255 0.34
H 22.603917 14.944405 6.516260 0.6778 0.1287 0.5492 -0.56
H 23.724959 16.064752 5.846308 0.2062 -1.8652 2.8789 -0.64
H 23.711262 15.852062 7.640934 -0.2778 -0.0999 0.0833 0.92
H 22.884225 13.939422 4.285445 2.4278 -0.8410 0.7853 -0.25
H 23.740020 12.654857 3.679302 0.4977 -0.4658 0.0277 0.51
H 22.573451 12.653728 6.555408 1.1212 -0.3347 -1.1884 0.10
H 21.818526 11.830404 5.215083 0.0683 0.2088 -0.2303 0.71
H 23.338250 11.272057 5.849567 0.2565 -0.0464 -0.3839 0.43
C 23.568200 14.999378 0.329638 0.0288 0.0392 0.1281 -1.41
C 22.199820 15.491658 0.836600 -0.0372 -0.9693 -0.2220 0.77
N 21.155331 14.498651 0.582907 -0.1741 -0.2617 -1.9827 0.37
C 20.003374 14.588018 1.446581 0.4000 2.0265 1.1088 0.31
C 19.262253 15.947162 1.449542 -0.3376 0.2474 -0.6869 -1.05
C 20.715143 14.465636 -0.832817 0.4810 -1.1289 -0.2198 -0.38
C 19.765562 13.292661 -1.094029 -0.4982 -0.1017 0.0161 -1.31
H 23.655771 14.859746 -0.747836 -0.2545 -0.1089 0.0905 0.52
H 23.822607 14.071066 0.841113 -0.2019 -0.3503 -0.2172 0.28
H 24.384930 15.668794 0.599671 -0.0650 0.4174 -0.0632 0.29
H 22.314368 15.530958 1.919854 -1.5713 -0.1241 -2.6611 -1.51
H 21.968797 16.486368 0.455447 -0.1223 0.2718 -0.2412 0.42
H 19.254889 13.804736 1.326803 0.5445 -0.2231 -0.2030 0.82
H 20.474032 14.535485 2.428314 -1.1655 -0.1623 -1.1105 -1.57
H 19.873166 16.833802 1.619100 0.4371 -0.2252 0.2785 0.20
H 18.811877 16.171018 0.482504 -0.2242 -0.2598 -0.1171 0.41
H 18.455278 15.989140 2.181075 0.0029 -0.2227 0.0641 0.34
H 21.531019 14.227707 -1.515343 0.5875 0.3177 0.3910 0.33
H 20.339324 15.429959 -1.174810 -0.3898 0.1510 0.0650 0.41
H 20.104758 12.377694 -0.608369 0.2519 0.1390 0.2644 0.33
H 19.722725 13.017134 -2.147766 -0.0225 0.3899 -0.1003 0.44
H 18.741157 13.456332 -0.759504 -0.0302 0.1214 -0.0570 0.29